Molecular formula: C4H8N2
Method: DFT, ωB97M-V/def2-TZVPD

As for the molar mass: 84.12 g/mol. As for the charge: 0. The value obtained for the HOMO energy is -9.2 eV. The strongest force on any atom comes out at 0.58 eV Å⁻¹.

Positions of all 14 atoms, in Å:
H: -0.785 -0.149 2.053
N: 1.270 -0.957 0.301
H: -1.015 -1.574 -1.569
C: -1.198 -0.396 1.070
C: -0.601 -0.569 -1.422
H: -1.962 0.353 0.824
C: 1.123 0.294 0.237
H: -1.696 -1.370 1.140
H: 2.810 1.385 0.132
H: 1.514 2.165 0.855
N: 1.805 1.476 0.174
H: -1.375 0.163 -1.679
C: -0.125 -0.377 0.003
H: 0.234 -0.442 -2.118

---

Molecular formula: C4H8N2
Method: DFT, ωB97M-V/def2-TZVPD

As for the molar mass: 84.12 g/mol. As for the charge: 0. The value obtained for the HOMO energy is -7.1 eV. The strongest force on any atom comes out at 0.90 eV Å⁻¹.

Positions of all 14 atoms, in Å:
H: -0.451 -1.728 -0.767
H: -0.125 1.804 1.234
N: 1.761 -2.333 1.589
H: -0.804 -0.249 0.963
C: 1.477 -1.347 1.024
H: -0.401 -0.410 -1.955
H: 0.356 1.992 -0.440
N: -0.293 0.080 0.145
C: -0.821 -0.730 -0.998
H: 1.762 0.261 -0.377
C: 1.155 -0.128 0.434
C: -0.411 1.573 0.209
H: -1.399 1.983 -0.028
H: -1.915 -0.744 -1.046

---

Molecular formula: C4H8N2
Method: DFT, ωB97M-V/def2-TZVPD

As for the molar mass: 84.12 g/mol. As for the charge: 0. The value obtained for the HOMO energy is -8.7 eV. The strongest force on any atom comes out at 2.02 eV Å⁻¹.

Positions of all 14 atoms, in Å:
H: 2.734 -0.260 -1.053
H: 1.960 1.176 -0.224
H: -2.101 -1.091 -0.382
C: 1.890 0.125 -0.494
H: -0.203 1.419 -0.236
H: 0.514 -1.386 -1.176
C: -1.990 -0.039 -0.136
H: -1.642 0.956 1.514
H: -2.813 0.658 -0.298
N: 1.493 -0.814 0.502
C: -0.582 0.368 -0.132
C: 0.546 -0.519 -0.519
H: 1.468 -0.674 1.493
N: -1.275 0.081 1.141

---

Molecular formula: C4H8N2
Method: DFT, ωB97M-V/def2-TZVPD

As for the molar mass: 84.12 g/mol. As for the charge: 0. The value obtained for the HOMO energy is -9.8 eV. The strongest force on any atom comes out at 1.75 eV Å⁻¹.

Positions of all 14 atoms, in Å:
H: -0.556 -0.886 -1.224
C: 0.711 -0.153 0.416
H: -2.765 -0.167 -0.476
C: 0.887 1.220 -0.020
N: 2.087 -0.670 -0.032
H: -2.179 0.364 1.094
H: -0.921 -1.682 0.314
C: -1.881 0.233 0.045
H: 2.853 -0.125 0.399
H: 0.619 -0.230 1.516
N: 1.160 2.231 -0.506
C: -0.663 -0.718 -0.149
H: 2.267 -0.555 -1.036
H: -1.693 1.226 -0.378

---

Molecular formula: C4H8N2
Method: DFT, ωB97M-V/def2-TZVPD

As for the molar mass: 84.12 g/mol. As for the charge: 0. The value obtained for the HOMO energy (spin up / spin down) is -6.9 / -7.0 eV. The strongest force on any atom comes out at 3.41 eV Å⁻¹.

Positions of all 14 atoms, in Å:
H: -0.423 0.428 1.938
H: -0.895 1.445 -1.472
N: -0.004 1.917 0.438
H: 0.959 1.846 0.772
C: -0.800 0.883 1.012
C: 1.024 -1.511 -0.928
C: -0.401 -0.293 -0.155
H: -1.221 -0.952 -0.413
H: 0.979 -2.582 -1.099
N: 0.825 -0.965 0.318
H: -1.864 1.118 1.029
C: -0.213 1.060 -0.710
H: 1.393 -0.829 -1.689
H: 0.603 -1.673 1.008

---

Molecular formula: C4H8N2
Method: DFT, ωB97M-V/def2-TZVPD

As for the molar mass: 84.12 g/mol. As for the charge: 0. The value obtained for the HOMO energy is -9.7 eV. The strongest force on any atom comes out at 3.66 eV Å⁻¹.

Positions of all 14 atoms, in Å:
H: -1.146 0.377 -1.829
H: -1.729 1.929 -0.947
N: 1.688 0.466 1.083
C: 0.680 -0.252 0.329
H: 1.651 -1.977 -0.157
N: 1.108 0.970 -0.156
C: -1.385 0.915 -0.910
C: 0.663 -1.681 0.004
H: 0.147 -2.273 0.821
C: -0.309 0.819 0.191
H: -2.400 0.359 -0.682
H: 0.182 -1.893 -0.923
H: -0.494 1.415 1.211
H: 1.345 0.826 1.964

---

Molecular formula: C4H8N2
Method: DFT, ωB97M-V/def2-TZVPD

As for the molar mass: 84.12 g/mol. As for the charge: 0. The value obtained for the HOMO energy is -8.7 eV. The strongest force on any atom comes out at 3.71 eV Å⁻¹.

Positions of all 14 atoms, in Å:
C: 1.407 -1.628 0.227
H: 2.492 0.363 0.521
C: -2.381 0.382 0.032
H: 1.273 2.354 -0.075
C: 1.523 -0.101 0.321
H: -0.504 2.300 -0.002
N: 0.395 1.917 -0.099
H: 1.968 -2.009 -0.627
H: 1.841 -2.285 0.983
N: 0.412 0.500 -0.046
C: -3.172 -0.181 -0.672
H: 0.363 -1.823 -0.007
H: -3.963 -0.727 -1.083
H: -1.653 0.939 0.526

---

Molecular formula: C4H8N2
Method: DFT, ωB97M-V/def2-TZVPD

As for the molar mass: 84.12 g/mol. As for the charge: 0. The value obtained for the HOMO energy is -6.9 eV. The strongest force on any atom comes out at 1.42 eV Å⁻¹.

Positions of all 14 atoms, in Å:
N: -1.461 -0.454 2.784
H: 0.202 -1.768 0.419
C: -0.898 1.278 -0.321
H: -1.197 2.136 0.293
H: 1.520 0.452 -1.055
C: -0.342 0.237 0.590
H: -1.793 0.942 -0.886
H: 2.113 -0.445 0.326
H: -0.176 1.670 -1.067
C: 1.524 -0.560 -0.610
H: 1.997 -1.278 -1.276
N: 0.152 -0.938 -0.180
H: -0.544 -1.251 -0.907
C: -0.988 -0.133 1.760